The following is a DFT calculation (ωB97M-V with the def2-TZVPD basis set) of C68H98AsF6N10O6 as an isolated structure in a non-equilibrium geometry.

The calculation puts the total energy at -6481.2127 Ha. The total charge is +7. The orbital gap comes out at 0.75 eV. The calculation puts the HOMO energy at -12.11 eV. Its relative energy (zero: lowest compared OMol25 entry of this formula, charge and spin) is 0.000 eV. The spin multiplicity is 1.

Each line ends with the Mulliken charge.
Geometry (Å):
C  -0.1539  -5.6975  -4.7367  -0.992
N  0.1812  -5.8076  -6.1708  0.068
C  -0.6899  -5.3051  -7.0714  -0.128
C  -0.3400  -5.3729  -8.4209  -0.769
C  0.9002  -5.8916  -8.8874  0.816
C  1.7724  -6.3528  -7.8690  -0.738
C  1.4274  -6.2406  -6.5382  -0.315
C  1.2088  -6.0631  -10.3461  0.931
C  0.2585  -6.4708  -11.3044  -0.798
C  0.5915  -6.4358  -12.6806  -0.137
N  1.8376  -6.1323  -13.0455  0.002
C  2.8286  -5.8880  -12.1207  -0.216
C  2.5310  -5.9628  -10.7465  -0.736
C  2.1093  -6.0188  -14.4987  -0.860
H  0.3537  -4.8338  -4.3074  0.357
H  0.1536  -6.6080  -4.2224  0.375
H  -1.2278  -5.6943  -4.5498  0.348
H  -1.6293  -4.9191  -6.7042  0.421
H  -1.1071  -5.0475  -9.1079  0.406
H  2.6660  -6.8397  -8.2307  0.514
H  2.0880  -6.6175  -5.7714  0.408
H  -0.7923  -6.5930  -11.0872  0.428
H  -0.0407  -6.7898  -13.4815  0.475
H  3.7635  -5.5379  -12.5326  0.368
H  3.2972  -5.6013  -10.0767  0.432
H  1.9474  -7.0324  -14.8655  0.399
H  3.1390  -5.6961  -14.6520  0.257
H  1.4385  -5.3382  -15.0232  0.354
C  2.4990  -13.2921  14.8088  -0.911
N  1.6922  -12.2208  14.1858  0.061
C  0.7651  -11.5017  14.9013  -0.444
C  0.0878  -10.4557  14.2548  -0.470
C  0.3884  -10.1423  12.9460  0.717
C  1.3760  -10.8591  12.2749  -0.753
C  2.0318  -11.8746  12.9693  -0.080
C  -0.1949  -8.9182  12.2614  0.576
C  -1.6192  -8.6758  12.2314  -0.751
C  -2.1561  -7.6677  11.4283  -0.032
N  -1.3617  -6.8666  10.7495  -0.006
C  -0.0135  -7.0415  10.7428  -0.305
C  0.5755  -8.0011  11.5808  -0.623
C  -1.8916  -5.8351  9.8357  -0.878
H  3.0724  -13.9132  14.1207  0.327
H  1.8051  -13.9930  15.2727  0.378
H  3.1159  -12.8572  15.5952  0.373
H  0.5484  -11.8456  15.9019  0.471
H  -0.7151  -9.9232  14.7430  0.482
H  1.5654  -10.4951  11.2758  0.583
H  2.8494  -12.4121  12.5122  0.387
H  -2.3046  -9.3235  12.7579  0.435
H  -3.2200  -7.5860  11.2620  0.388
H  0.5532  -6.4922  10.0056  0.479
H  1.6258  -7.9955  11.8323  0.562
H  -1.6401  -6.1148  8.8126  0.404
H  -1.5710  -4.8146  10.0457  0.354
H  -2.9718  -5.8470  9.9806  0.277
C  14.4122  -6.3780  0.2905  -0.828
N  13.6294  -5.4035  1.0237  0.011
C  13.5868  -4.0632  0.6541  -0.144
C  12.7205  -3.1453  1.3741  -0.733
C  11.9359  -3.5631  2.4811  0.606
C  11.9938  -4.9661  2.7479  -0.573
C  12.8381  -5.8627  2.0666  -0.338
C  10.9393  -2.6334  3.1084  0.786
C  10.1270  -1.8562  2.3129  -0.679
C  9.1118  -1.0813  2.9174  -0.244
N  9.0091  -1.0713  4.2985  0.004
C  9.8026  -1.7994  5.1028  -0.346
C  10.7683  -2.5772  4.5239  -0.449
C  7.8758  -0.3152  4.8308  -0.995
H  14.8216  -7.0857  1.0114  0.354
H  15.1926  -5.8447  -0.2523  0.282
H  13.7283  -6.9756  -0.3121  0.371
H  14.2118  -3.8794  -0.2073  0.424
H  12.7010  -2.1220  1.0294  0.520
H  11.2926  -5.2807  3.5067  0.524
H  12.9387  -6.9117  2.3030  0.445
H  10.3044  -1.8539  1.2476  0.494
H  8.4583  -0.3730  2.4299  0.412
H  9.4976  -1.8725  6.1362  0.452
H  11.3955  -3.2174  5.1266  0.495
H  7.3483  0.2669  4.0751  0.337
H  8.3079  0.4018  5.5289  0.396
H  7.1066  -1.0073  5.1732  0.407
C  -0.5807  9.8563  6.0185  -0.914
N  -1.2943  10.5525  4.9864  0.029
C  -1.2849  10.0746  3.7148  -0.104
C  -1.8719  10.8817  2.6854  -0.689
C  -2.5614  12.0477  2.9630  0.542
C  -2.6082  12.4467  4.3348  -0.552
C  -1.9007  11.7162  5.2897  -0.269
C  -3.1708  12.8449  1.8806  0.639
C  -2.8714  14.1933  1.7930  -0.612
C  -3.4683  14.9663  0.8214  -0.293
N  -4.4483  14.4470  -0.0118  0.017
C  -4.7619  13.1428  0.0164  -0.214
C  -4.0941  12.3086  0.9903  -0.618
C  -5.1861  15.2646  -1.0429  -0.865
H  -0.0689  8.9908  5.5977  0.308
H  -1.2042  9.4629  6.8213  0.340
H  0.2058  10.5437  6.3300  0.415
H  -0.7348  9.1697  3.5027  0.413
H  -1.6945  10.5571  1.6707  0.481
H  -3.1740  13.3036  4.6692  0.548
H  -1.9530  12.1412  6.2812  0.438
H  -2.2908  14.5451  2.6329  0.557
H  -3.1680  15.9979  0.7119  0.433
H  -5.4540  12.7781  -0.7282  0.450
H  -4.2977  11.2487  0.9508  0.472
H  -6.1947  14.8760  -1.1837  0.349
H  -4.6649  15.1164  -1.9887  0.375
H  -5.1548  16.3004  -0.7049  0.324
C  -3.3437  6.5890  -7.3721  -1.152
C  -3.1865  5.0289  -7.4726  -0.664
C  -1.8674  4.5108  -8.1841  -0.534
C  -0.6360  4.7396  -7.2441  -0.798
N  0.7499  4.2058  -7.7330  0.099
C  1.8797  4.7956  -6.8126  -0.666
C  2.9697  3.7093  -6.9053  -0.495
C  2.3314  2.4241  -7.3973  -0.658
C  0.8232  2.6272  -7.5467  -0.492
C  0.9722  4.5238  -9.2379  -0.980
H  -4.4015  6.8008  -7.2164  0.357
H  -2.8921  7.2071  -8.1481  0.313
H  -2.9573  7.0054  -6.4418  0.310
H  -4.1186  4.7140  -7.9417  0.412
H  -3.2479  4.5931  -6.4754  0.330
H  -1.7680  4.9439  -9.1794  0.406
H  -2.0102  3.4366  -8.3021  0.355
H  -0.7210  4.3600  -6.2258  0.423
H  -0.4774  5.8178  -7.2233  0.408
H  2.1886  5.7670  -7.1987  0.403
H  1.6649  4.9485  -5.7550  0.370
H  3.7572  4.0723  -7.5656  0.332
H  3.3161  3.7149  -5.8719  0.320
H  2.9119  2.0062  -8.2198  0.343
H  2.5592  1.6576  -6.6565  0.366
H  0.4572  2.1171  -8.4377  0.335
H  0.2798  2.3597  -6.6404  0.438
H  0.2806  3.9108  -9.8159  0.361
H  2.0266  4.4118  -9.4903  0.370
H  0.8386  5.6038  -9.3004  0.387
C  -9.8968  -3.0684  -1.3388  -1.182
C  -9.5782  -1.8782  -0.3823  -0.832
C  -10.5170  -0.6288  -0.5171  -0.358
C  -10.7612  -0.0176  -1.9404  -0.898
N  -10.9494  1.4595  -2.0282  0.301
C  -9.7493  2.3011  -1.4405  -0.546
C  -10.2232  3.0191  -0.1798  -0.618
C  -11.6026  2.4463  0.1509  -0.553
C  -12.1090  2.0346  -1.1241  -0.600
C  -11.3078  1.8133  -3.4629  -1.056
H  -9.3174  -3.9537  -1.0767  0.380
H  -9.9242  -2.8961  -2.4147  0.308
H  -10.8776  -3.5161  -1.1780  0.345
H  -8.5376  -1.5549  -0.3527  0.352
H  -9.6128  -2.2998  0.6223  0.405
H  -10.1347  0.1505  0.1423  0.309
H  -11.4892  -0.9373  -0.1328  0.378
H  -11.7338  -0.4166  -2.2284  0.348
H  -9.9226  -0.3362  -2.5596  0.471
H  -9.5066  3.0214  -2.2217  0.391
H  -8.8761  1.6699  -1.2756  0.284
H  -10.3259  4.0956  -0.3165  0.373
H  -9.5416  2.9528  0.6682  0.344
H  -12.2181  3.2673  0.5187  0.373
H  -11.6214  1.6536  0.8988  0.310
H  -12.6858  2.8701  -1.5207  0.453
H  -12.8657  1.2637  -0.9783  0.280
H  -12.0918  1.1495  -3.8274  0.349
H  -10.3392  1.7211  -3.9541  0.439
H  -11.5339  2.8790  -3.4993  0.451
As  -0.5825  1.7517  1.4177  1.974
F  -0.6813  1.2704  -0.3078  -0.499
F  0.7966  0.5426  1.5069  -0.505
F  -0.3986  2.1702  3.2052  -0.504
F  -2.0812  2.7191  1.2416  -0.489
F  -1.6415  0.3216  1.8270  -0.501
F  0.4650  3.1188  0.9770  -0.476
O  4.3598  -3.9861  4.2908  -0.473
C  4.8720  -5.0599  3.7374  0.623
O  5.7177  -5.7224  4.3735  -0.778
O  4.6878  -5.2952  2.5807  -0.685
H  3.9202  -3.4948  3.5930  0.321
O  6.3787  6.6399  1.6022  -0.461
C  6.7931  7.1668  2.7239  0.717
O  7.7871  7.8679  2.7832  -0.590
O  6.0804  7.0749  3.7055  -0.648
H  5.4885  6.4980  1.9325  0.314